{
  "formula": "C41H58F3GeN4O3PSSe2Si3W",
  "method": "ωB97M-V/def2-TZVPD",
  "elements": ["W", "F", "C", "F", "F", "C", "C", "C", "C", "N", "C", "S", "H", "H", "H", "Se", "P", "Se", "C", "C", "C", "C", "C", "C", "C", "C", "C", "C", "C", "C", "H", "H", "H", "H", "H", "H", "H", "H", "H", "H", "C", "Si", "C", "C", "Ge", "Si", "C", "C", "C", "Si", "C", "C", "C", "H", "H", "H", "H", "H", "H", "H", "H", "H", "H", "H", "H", "H", "H", "H", "H", "H", "H", "H", "H", "H", "H", "H", "H", "H", "H", "H", "C", "C", "N", "C", "N", "C", "C", "C", "N", "C", "H", "H", "H", "H", "H", "H", "H", "H", "H", "H", "H", "H", "H", "O", "C", "C", "C", "C", "C", "C", "C", "O", "O", "H", "H", "H", "H", "H"],
  "positions_angstrom": [[-0.561, 0.532, 0.383], [-1.442, -1.269, -6.189], [-1.180, -0.744, -4.979], [-2.241, 0.027, -4.661], [-0.125, 0.069, -5.132], [-0.945, -1.831, -3.952], [-1.163, -3.145, -4.325], [-0.994, -4.173, -3.399], [-0.548, -3.818, -2.143], [-0.310, -2.558, -1.774], [-0.547, -1.572, -2.619], [-0.439, 0.116, -2.129], [-1.472, -3.369, -5.336], [-1.178, -5.204, -3.657], [-0.365, -4.575, -1.396], [1.435, 2.128, -0.490], [-0.575, 2.938, -0.905], [-2.942, 1.216, 0.796], [-0.415, 3.739, -2.529], [-1.588, 4.196, -3.125], [-1.545, 4.848, -4.342], [-0.328, 5.036, -4.981], [0.839, 4.567, -4.398], [0.799, 3.913, -3.178], [-0.862, 4.275, 0.291], [0.166, 4.923, 0.972], [-0.128, 5.920, 1.885], [-1.447, 6.282, 2.123], [-2.474, 5.649, 1.440], [-2.182, 4.647, 0.531], [-2.545, 4.044, -2.639], [-2.459, 5.203, -4.795], [-0.289, 5.544, -5.934], [1.787, 4.707, -4.897], [1.719, 3.544, -2.742], [1.197, 4.641, 0.794], [0.674, 6.413, 2.416], [-1.673, 7.056, 2.843], [-3.502, 5.928, 1.622], [-2.995, 4.147, 0.015], [2.965, -0.559, -3.407], [3.686, -0.385, -1.689], [5.111, -1.597, -1.488], [4.457, 1.328, -1.521], [1.850, -0.700, -0.081], [2.491, -3.194, 0.437], [4.078, -3.729, 1.260], [2.477, -3.947, -1.283], [1.010, -3.728, 1.431], [3.041, -0.166, 2.111], [3.005, 1.645, 2.627], [2.589, -1.295, 3.556], [4.887, -0.455, 1.858], [3.718, -0.307, -4.154], [2.119, 0.110, -3.535], [2.624, -1.574, -3.610], [5.797, -1.340, -2.297], [4.856, -2.643, -1.609], [5.652, -1.474, -0.553], [5.491, 1.260, -1.864], [4.476, 1.724, -0.505], [3.937, 2.051, -2.147], [4.983, -3.398, 0.760], [4.038, -4.820, 1.183], [4.140, -3.470, 2.310], [3.491, -4.149, -1.615], [1.984, -3.345, -2.040], [1.949, -4.899, -1.225], [1.283, -3.861, 2.478], [0.649, -4.680, 1.039], [0.201, -3.017, 1.364], [2.045, 2.092, 2.862], [3.468, 2.255, 1.849], [3.636, 1.685, 3.517], [1.604, -1.747, 3.494], [2.636, -0.737, 4.492], [3.327, -2.091, 3.618], [5.345, 0.257, 1.174], [5.122, -1.454, 1.510], [5.380, -0.331, 2.822], [-5.058, -2.120, -2.445], [-4.247, -0.857, -2.591], [-3.145, -0.905, -1.651], [-3.193, -1.472, -0.428], [-2.141, -1.330, 0.386], [-2.264, -1.960, 1.718], [-3.164, -3.173, 1.743], [-4.499, -2.762, 1.191], [-4.286, -2.230, -0.137], [-5.464, -2.231, -0.995], [-4.441, -2.981, -2.713], [-5.930, -2.105, -3.096], [-4.865, 0.029, -2.409], [-3.826, -0.771, -3.593], [-2.539, -0.090, -1.656], [-2.627, -1.223, 2.445], [-1.282, -2.258, 2.048], [-3.260, -3.532, 2.768], [-2.742, -3.979, 1.136], [-4.964, -2.009, 1.841], [-5.192, -3.601, 1.107], [-6.131, -1.403, -0.719], [-5.999, -3.162, -0.801], [-0.604, 3.340, 4.182], [-0.735, 2.173, 4.836], [-0.928, 2.243, 6.223], [-1.085, 1.088, 6.954], [-1.073, -0.178, 6.354], [-0.865, -0.260, 5.001], [-0.675, 0.906, 4.234], [-0.351, 0.778, 2.827], [-0.161, 1.777, 2.037], [-0.240, -0.345, 2.226], [-0.535, 3.200, 3.223], [-0.956, 3.217, 6.686], [-1.218, 1.162, 8.025], [-1.224, -1.065, 6.947], [-0.849, -1.215, 4.495]],
  "forces_ev_per_angstrom": [[0.090, 0.074, -3.407], [-0.007, 0.030, 0.056], [0.125, -0.087, 0.033], [0.179, 0.151, -0.165], [-0.047, -0.042, 0.045], [-0.010, -0.336, -0.101], [0.032, -0.013, 0.059], [0.050, 0.347, -0.009], [-0.159, 0.150, -0.245], [-0.034, -0.017, 0.422], [-0.239, 0.208, -0.293], [0.587, 0.164, 0.271], [-0.014, -0.005, -0.012], [-0.021, -0.060, -0.027], [0.032, -0.085, 0.148], [-0.353, -0.087, 0.455], [1.196, -0.295, 0.944], [-0.266, 0.137, 0.484], [-0.559, -0.300, -0.153], [-0.150, -0.007, 0.094], [0.054, 0.055, -0.114], [-0.031, 0.001, 0.008], [-0.047, 0.046, -0.075], [0.202, -0.068, 0.090], [-0.139, 0.054, -0.064], [0.137, -0.073, -0.105], [-0.068, 0.035, 0.037], [-0.012, -0.009, -0.013], [0.037, 0.087, 0.094], [-0.091, -0.084, -0.076], [-0.013, -0.008, 0.037], [-0.041, 0.016, -0.024], [-0.002, 0.015, -0.035], [0.059, 0.009, -0.018], [-0.086, 0.004, -0.017], [-0.055, -0.006, 0.017], [0.036, 0.021, 0.025], [-0.008, 0.030, 0.023], [-0.041, 0.004, 0.008], [0.003, -0.024, -0.018], [0.161, -0.026, 0.065], [-0.302, -0.013, -0.288], [-0.087, 0.114, 0.010], [-0.037, -0.056, 0.116], [0.332, -0.088, 0.776], [-0.115, 0.036, -0.222], [-0.153, 0.069, -0.015], [0.140, 0.125, -0.005], [0.210, -0.160, 0.106], [0.501, -0.417, 0.129], [-0.158, -0.081, -0.203], [-0.192, 0.152, -0.101], [-0.056, 0.011, -0.121], [0.072, 0.009, -0.073], [-0.124, 0.122, -0.015], [-0.037, -0.094, 0.005], [0.097, 0.000, -0.068], [-0.067, -0.079, -0.027], [0.014, 0.047, 0.014], [0.062, 0.002, -0.037], [0.006, -0.036, 0.021], [-0.036, 0.024, -0.051], [0.023, -0.016, -0.125], [0.043, -0.111, 0.027], [0.004, -0.005, 0.107], [0.110, -0.083, -0.007], [0.043, 0.050, 0.019], [-0.029, -0.112, 0.019], [-0.049, -0.008, 0.040], [-0.018, -0.125, 0.010], [-0.152, 0.186, -0.103], [-0.102, -0.018, 0.021], [0.036, 0.019, 0.037], [0.062, 0.019, 0.054], [-0.116, 0.013, -0.028], [0.017, 0.092, 0.077], [0.050, -0.085, 0.056], [0.006, 0.099, -0.102], [0.008, -0.028, 0.014], [0.025, 0.060, 0.197], [-0.015, -0.028, 0.008], [-0.089, -0.060, -0.190], [-0.190, 0.295, 0.388], [-0.071, -0.380, -0.266], [0.194, 0.470, 0.305], [0.010, -0.099, -0.049], [0.051, -0.048, -0.030], [-0.042, -0.080, 0.136], [0.142, 0.069, -0.016], [-0.114, 0.033, -0.059], [-0.026, -0.015, -0.049], [-0.039, 0.027, 0.014], [-0.077, -0.002, 0.007], [-0.156, -0.025, 0.225], [-0.008, -0.277, -0.250], [0.005, -0.026, -0.061], [0.097, 0.038, 0.054], [0.020, -0.005, 0.019], [-0.018, 0.023, 0.022], [-0.026, -0.028, -0.027], [0.055, 0.003, 0.020], [-0.010, -0.039, -0.015], [0.017, 0.026, -0.032], [-0.036, -0.197, 0.169], [0.009, 0.246, 0.182], [-0.016, -0.075, -0.277], [0.009, -0.012, 0.139], [0.003, 0.143, -0.146], [0.000, 0.112, -0.018], [0.296, -0.026, -0.374], [0.312, 0.343, 0.326], [-0.570, 0.231, 0.592], [-0.307, -0.158, 0.517], [0.037, -0.087, -0.041], [0.005, 0.051, 0.039], [-0.044, 0.019, 0.017], [0.010, -0.058, 0.034], [0.066, -0.039, -0.022]],
  "spin_multiplicity": 4,
  "e_homo_ha": [-0.3496, -0.3545],
  "homo_lumo_gap_ev": [6.08, 4.87],
  "e_tot_ev": -296503.3193,
  "de_lowest_kcal_mol": 58.4,
  "lumo_energy_ev": [-3.430, -4.779],
  "charge": 1
}